{
  "formula": "C28H24N4OSTb",
  "method": "the ωB97M-V functional and the def2-TZVPD basis",
  "elements": ["Tb", "O", "C", "C", "C", "C", "C", "C", "N", "H", "H", "H", "H", "H", "H", "H", "C", "C", "C", "C", "C", "C", "N", "N", "C", "C", "C", "C", "C", "C", "H", "H", "H", "H", "H", "H", "H", "H", "H", "C", "C", "C", "C", "C", "C", "C", "C", "C", "S", "C", "N", "H", "H", "H", "H", "H", "H", "H", "H"],
  "xyz": [[-0.394, 0.204, 0.632], [0.374, 0.605, 2.811], [1.678, 1.267, 3.142], [2.513, 1.253, 1.863], [3.741, 1.953, 1.848], [4.404, 2.150, 0.605], [3.949, 1.406, -0.496], [2.887, 0.553, -0.305], [2.074, 0.690, 0.757], [-0.060, 0.393, 3.642], [2.207, 0.754, 3.955], [1.601, 2.342, 3.386], [4.111, 2.550, 2.751], [5.273, 2.829, 0.516], [4.368, 1.558, -1.521], [2.555, -0.118, -1.061], [0.430, -2.045, -4.710], [-0.636, -2.181, -3.786], [-0.687, -1.340, -2.692], [0.155, -0.192, -2.707], [1.113, -0.004, -3.669], [1.335, -1.000, -4.653], [-0.038, 0.763, -1.686], [0.608, 1.939, -1.920], [0.270, 2.981, -1.083], [0.746, 4.251, -1.564], [0.475, 5.344, -0.716], [0.002, 5.136, 0.577], [-0.603, 3.869, 0.929], [-0.375, 2.778, 0.162], [0.514, -2.814, -5.463], [-1.423, -2.956, -3.835], [-1.435, -1.327, -1.904], [1.678, 0.933, -3.605], [2.111, -0.839, -5.446], [1.367, 4.273, -2.467], [0.713, 6.341, -1.095], [0.074, 5.895, 1.307], [-1.170, 3.910, 1.876], [0.999, -2.861, 0.677], [-0.446, -2.978, 1.034], [-0.955, -4.247, 1.348], [-2.288, -4.382, 1.595], [-3.119, -3.244, 1.596], [-4.542, -3.417, 1.805], [-5.350, -2.273, 1.762], [-4.814, -1.024, 1.476], [-3.423, -0.832, 1.202], [-2.922, 0.767, 0.903], [-2.567, -1.981, 1.294], [-1.207, -1.903, 1.077], [1.617, -3.310, 1.512], [1.368, -1.808, 0.576], [1.104, -3.431, -0.247], [-0.315, -5.134, 1.176], [-2.733, -5.346, 1.807], [-5.047, -4.375, 1.700], [-6.404, -2.195, 1.996], [-5.463, -0.131, 1.340]],
  "mulliken_spin": [6.268, -0.015, 0.001, 0.003, 0.000, 0.000, -0.001, -0.002, -0.031, -0.001, 0.000, 0.000, 0.000, 0.000, 0.000, 0.000, 0.000, 0.001, 0.008, -0.013, -0.001, 0.000, -0.025, 0.001, 0.005, -0.002, 0.001, -0.001, 0.001, -0.045, 0.000, 0.000, 0.000, 0.000, 0.000, 0.000, 0.000, 0.000, 0.000, 0.008, -0.012, 0.001, 0.000, 0.002, -0.003, 0.000, 0.002, 0.009, -0.086, -0.024, -0.039, 0.000, -0.009, 0.000, 0.000, 0.000, 0.000, 0.000, 0.001],
  "multiplicity": 7,
  "homo_ha": [-0.36447, -0.36527],
  "gap_ev": [6.1, 6.2],
  "s_squared": 12.610,
  "charge": 1
}

=====

{
  "formula": "C28H24BrN2O6PPt",
  "method": "the ωB97M-V functional and the def2-TZVPD basis",
  "elements": ["Pt", "O", "C", "O", "C", "C", "C", "C", "C", "C", "P", "C", "C", "C", "C", "C", "C", "C", "C", "C", "C", "C", "C", "H", "H", "H", "H", "H", "H", "H", "H", "H", "H", "H", "H", "H", "H", "C", "O", "C", "O", "N", "N", "H", "H", "H", "H", "H", "H", "Br", "C", "C", "C", "C", "C", "C", "C", "O", "O", "H", "H", "H", "H"],
  "xyz": [[0.529, -0.780, 0.006], [3.880, -0.436, -1.713], [3.282, 0.005, -0.753], [2.681, -0.691, 0.166], [3.281, 1.518, -0.549], [4.517, 2.158, -0.628], [4.624, 3.521, -0.416], [3.489, 4.278, -0.151], [2.254, 3.661, -0.100], [2.139, 2.281, -0.293], [0.486, 1.533, -0.233], [-0.383, 2.172, -1.690], [0.285, 2.855, -2.701], [-0.413, 3.294, -3.819], [-1.772, 3.053, -3.933], [-2.439, 2.349, -2.937], [-1.747, 1.898, -1.827], [-0.251, 2.385, 1.205], [0.344, 2.136, 2.442], [-0.135, 2.744, 3.589], [-1.222, 3.606, 3.516], [-1.803, 3.877, 2.288], [-1.314, 3.277, 1.133], [5.390, 1.561, -0.856], [5.594, 3.999, -0.462], [3.567, 5.345, 0.011], [1.365, 4.251, 0.093], [1.347, 3.044, -2.619], [0.113, 3.823, -4.603], [-2.312, 3.400, -4.805], [-3.498, 2.143, -3.033], [-2.250, 1.313, -1.066], [1.212, 1.489, 2.487], [0.340, 2.550, 4.543], [-1.604, 4.077, 4.412], [-2.636, 4.565, 2.220], [-1.766, 3.512, 0.178], [-4.512, -0.907, 1.033], [-3.467, -0.889, 2.018], [-2.237, -0.794, 1.526], [-1.973, -0.664, 0.344], [-1.308, -0.780, 2.525], [0.014, -1.138, 2.175], [-5.439, -0.933, 1.596], [-4.419, -1.790, 0.405], [-4.468, -0.015, 0.412], [-1.629, -1.075, 3.436], [0.055, -2.174, 2.192], [0.659, -0.723, 2.835], [2.121, -6.848, -3.524], [1.059, -6.622, -1.967], [0.531, -7.742, -1.346], [-0.245, -7.577, -0.207], [-0.476, -6.310, 0.304], [0.064, -5.197, -0.330], [0.833, -5.349, -1.478], [-0.144, -3.828, 0.264], [-0.661, -3.740, 1.390], [0.232, -2.857, -0.474], [0.729, -8.728, -1.745], [-0.666, -8.446, 0.283], [-1.067, -6.163, 1.196], [1.245, -4.477, -1.966]],
  "mulliken_spin": [1.301, 0.044, 0.037, 0.120, 0.056, 0.000, 0.000, 0.000, 0.001, -0.066, 0.231, -0.023, 0.013, -0.008, 0.013, -0.004, 0.022, -0.006, 0.004, -0.005, 0.006, -0.003, 0.011, -0.001, 0.000, 0.000, 0.001, 0.001, 0.000, 0.001, 0.000, 0.003, -0.002, 0.000, 0.000, 0.000, 0.002, -0.001, 0.002, -0.004, 0.046, -0.002, 0.155, 0.000, 0.001, 0.000, 0.003, -0.008, -0.010, 0.000, -0.001, 0.001, 0.000, 0.000, -0.001, 0.002, 0.006, 0.003, 0.061, 0.000, 0.000, 0.000, -0.003],
  "multiplicity": 3,
  "homo_ha": [-0.27725, -0.31802],
  "gap_ev": [7.8, 7.5],
  "e_above_lowest_kcal_mol": 7.93,
  "s_squared": 2.006
}

=====

{
  "formula": "C39H92F24N2O2P6",
  "method": "the ωB97M-V functional and the def2-TZVPD basis",
  "elements": ["C", "C", "C", "C", "P", "C", "C", "C", "C", "C", "C", "C", "C", "C", "C", "C", "C", "H", "H", "H", "H", "H", "H", "H", "H", "H", "H", "H", "H", "H", "H", "H", "H", "H", "H", "H", "H", "H", "H", "H", "H", "H", "H", "H", "H", "H", "H", "H", "H", "H", "H", "H", "H", "C", "C", "C", "C", "P", "C", "C", "C", "C", "C", "C", "C", "C", "C", "C", "C", "C", "H", "H", "H", "H", "H", "H", "H", "H", "H", "H", "H", "H", "H", "H", "H", "H", "H", "H", "H", "H", "H", "H", "H", "H", "H", "H", "H", "H", "H", "H", "H", "H", "H", "H", "H", "H", "C", "C", "C", "O", "C", "N", "H", "H", "H", "H", "H", "H", "H", "H", "H", "H", "H", "H", "C", "C", "O", "N", "H", "H", "C", "H", "H", "H", "H", "H", "H", "P", "F", "F", "F", "F", "F", "F", "P", "F", "F", "F", "F", "F", "F", "P", "F", "F", "F", "F", "F", "F", "P", "F", "F", "F", "F", "F", "F"],
  "xyz": [[-10.668, -19.968, -4.747], [-10.984, -21.275, -4.060], [-9.779, -22.178, -3.742], [-8.584, -21.430, -3.117], [-7.222, -22.410, -2.425], [-6.465, -23.568, -3.659], [-5.905, -22.777, -4.850], [-5.242, -23.719, -5.761], [-3.704, -24.141, -5.243], [-7.825, -23.446, -1.037], [-8.807, -22.670, -0.033], [-9.467, -23.424, 1.107], [-10.683, -24.335, 0.691], [-5.868, -21.351, -1.826], [-4.688, -22.087, -1.290], [-3.565, -21.253, -0.679], [-3.526, -21.138, 0.855], [-9.919, -20.133, -5.522], [-10.195, -19.279, -4.047], [-11.627, -19.538, -5.037], [-11.754, -21.834, -4.592], [-11.467, -21.030, -3.114], [-9.510, -22.643, -4.690], [-10.200, -22.954, -3.103], [-8.873, -20.658, -2.404], [-8.130, -20.886, -3.945], [-7.174, -24.311, -4.023], [-5.785, -24.147, -3.034], [-5.087, -22.108, -4.583], [-6.674, -22.233, -5.399], [-5.265, -23.325, -6.777], [-5.791, -24.641, -5.954], [-3.780, -24.500, -4.217], [-2.962, -23.347, -5.331], [-3.342, -24.900, -5.937], [-7.019, -24.016, -0.574], [-8.418, -24.221, -1.525], [-9.542, -22.123, -0.623], [-8.240, -21.920, 0.518], [-9.840, -22.671, 1.801], [-8.614, -24.002, 1.462], [-10.187, -24.935, -0.073], [-11.497, -23.732, 0.290], [-10.978, -25.014, 1.491], [-6.311, -20.651, -1.118], [-5.528, -20.575, -2.513], [-4.194, -22.640, -2.088], [-4.990, -22.891, -0.619], [-3.518, -20.226, -1.040], [-2.654, -21.748, -1.018], [-3.507, -22.159, 1.234], [-4.389, -20.589, 1.231], [-2.614, -20.617, 1.148], [6.696, -35.770, -0.646], [7.647, -35.037, 0.308], [7.075, -33.671, 0.603], [7.865, -32.993, 1.768], [7.582, -31.263, 2.085], [5.921, -31.103, 2.794], [5.427, -29.665, 3.050], [3.893, -29.665, 3.099], [3.143, -28.428, 3.564], [8.844, -30.772, 3.283], [8.761, -31.350, 4.718], [9.740, -30.942, 5.811], [9.672, -31.744, 7.079], [7.755, -30.238, 0.564], [9.005, -30.379, -0.352], [9.075, -29.437, -1.497], [10.350, -29.837, -2.318], [5.692, -36.001, -0.291], [7.155, -36.717, -0.930], [6.722, -35.335, -1.645], [8.597, -34.939, -0.218], [7.762, -35.622, 1.220], [6.026, -33.851, 0.839], [7.108, -33.027, -0.276], [8.909, -33.127, 1.485], [7.634, -33.542, 2.681], [5.929, -31.724, 3.690], [5.255, -31.680, 2.152], [5.750, -29.015, 2.237], [5.897, -29.340, 3.978], [3.508, -30.450, 3.750], [3.624, -29.947, 2.081], [3.469, -28.027, 4.524], [2.066, -28.597, 3.572], [3.279, -27.618, 2.847], [8.527, -29.743, 3.454], [9.815, -30.826, 2.789], [8.892, -32.417, 4.541], [7.758, -31.070, 5.041], [9.635, -29.892, 6.083], [10.733, -31.192, 5.435], [10.575, -31.699, 7.688], [9.605, -32.778, 6.742], [8.837, -31.455, 7.718], [7.561, -29.234, 0.939], [6.915, -30.524, -0.069], [9.063, -31.451, -0.540], [9.857, -30.243, 0.314], [9.109, -28.391, -1.193], [8.161, -29.627, -2.059], [10.449, -30.906, -2.510], [11.238, -29.723, -1.696], [10.341, -29.374, -3.304], [10.993, -15.520, -0.238], [9.556, -15.467, -0.700], [8.612, -15.469, 0.598], [7.228, -15.389, 0.155], [6.315, -15.370, 1.292], [9.357, -14.145, -1.377], [8.392, -13.910, -1.562], [9.717, -13.371, -0.838], [9.826, -14.246, -2.266], [11.212, -16.383, 0.390], [11.394, -14.673, 0.319], [11.679, -15.620, -1.079], [9.271, -16.302, -1.340], [8.908, -14.758, 1.370], [8.822, -16.411, 1.104], [6.326, -16.229, 1.963], [5.282, -15.433, 0.951], [6.328, -14.401, 1.789], [3.354, -19.524, -3.343], [3.040, -20.968, -3.570], [1.947, -21.419, -3.997], [4.129, -21.939, -3.196], [4.919, -21.778, -3.804], [4.500, -21.852, -2.261], [3.730, -23.348, -3.229], [2.943, -19.138, -2.410], [3.003, -18.811, -4.090], [4.438, -19.422, -3.306], [4.549, -24.051, -3.073], [3.240, -23.614, -4.166], [3.079, -23.534, -2.375], [7.208, -22.333, 1.948], [5.663, -22.821, 1.610], [7.229, -23.253, 3.305], [7.764, -23.621, 1.044], [8.744, -21.893, 2.156], [7.177, -21.264, 0.699], [6.670, -21.240, 3.024], [4.448, -12.021, -6.083], [4.222, -12.526, -4.548], [5.614, -10.956, -5.604], [5.515, -13.204, -6.355], [4.470, -11.526, -7.597], [3.280, -13.022, -6.474], [3.405, -10.740, -5.819], [2.282, -30.682, -4.205], [3.207, -31.856, -4.870], [2.500, -31.305, -2.722], [3.624, -29.773, -4.280], [1.350, -29.502, -3.491], [1.825, -30.061, -5.658], [0.986, -31.527, -4.366], [8.531, -21.135, -7.220], [9.105, -19.569, -7.323], [6.979, -20.753, -7.393], [8.708, -21.302, -8.847], [8.142, -22.686, -7.073], [10.068, -21.582, -6.962], [8.397, -20.849, -5.618]],
  "lowdin_charge": [-0.106, -0.273, -0.232, -0.275, 1.036, -0.244, -0.283, -0.235, -0.039, -0.231, -0.241, -0.252, -0.075, -0.278, -0.264, -0.250, -0.094, 0.080, 0.070, 0.085, 0.114, 0.106, 0.113, 0.103, 0.104, 0.091, 0.107, 0.092, 0.113, 0.113, 0.106, 0.102, 0.050, 0.063, 0.066, 0.094, 0.083, 0.092, 0.103, 0.108, 0.109, 0.056, 0.074, 0.072, 0.104, 0.111, 0.100, 0.107, 0.111, 0.109, 0.073, 0.071, 0.077, -0.108, -0.270, -0.249, -0.278, 0.996, -0.269, -0.223, -0.266, -0.103, -0.259, -0.241, -0.273, -0.115, -0.238, -0.279, -0.230, -0.088, 0.081, 0.069, 0.082, 0.114, 0.113, 0.113, 0.111, 0.104, 0.102, 0.100, 0.102, 0.105, 0.112, 0.108, 0.116, 0.076, 0.074, 0.074, 0.098, 0.104, 0.103, 0.105, 0.117, 0.113, 0.079, 0.074, 0.078, 0.094, 0.106, 0.105, 0.105, 0.123, 0.117, 0.066, 0.072, 0.077, -0.054, -0.272, -0.157, -0.184, -0.078, 0.239, 0.170, 0.171, 0.175, 0.103, 0.093, 0.093, 0.170, 0.128, 0.131, 0.095, 0.087, 0.089, 0.030, -0.306, 0.125, 0.095, 0.194, 0.189, 0.001, 0.108, 0.114, 0.096, 0.121, 0.115, 0.115, 0.208, -0.215, -0.206, -0.213, -0.175, -0.204, -0.193, 0.135, -0.204, -0.205, -0.172, -0.159, -0.167, -0.227, 0.136, -0.189, -0.187, -0.182, -0.221, -0.206, -0.151, 0.158, -0.217, -0.176, -0.187, -0.175, -0.189, -0.213],
  "homo_ha": -0.35045,
  "gap_ev": 8.2,
  "e_above_lowest_kcal_mol": 66.46
}

=====

Quick rundown of strongest force on any atom, same order as above: 0.0848, 0.0136, 0.1129 hartree/bohr